This record from the OMol25 dataset describes a structure of composition C17H28N11O8ReS. The level of theory is ωB97M-V/def2-TZVPD.

Each line ends with the Löwdin charge.
Cartesian coordinates (Å):
Re1 1.3655 0.4126 -0.7196  1.67
C1 1.6501 3.5777 -0.7814  0.00
O1 1.3477 2.3744 -1.5580  -0.36
C2 1.9052 2.4745 -2.8993  -0.11
C3 1.6035 1.1741 -3.5990  -0.09
O2 2.0464 0.1257 -2.6827  -0.39
C4 2.7411 -0.9918 -3.3072  0.02
H1 2.7291 3.6989 -0.7041  0.10
H2 1.2022 3.4484 0.1984  0.09
H3 1.1933 4.4189 -1.3008  0.12
H4 2.9794 2.6510 -2.8081  0.14
H5 1.4280 3.3138 -3.4103  0.16
H6 2.1720 1.0983 -4.5268  0.16
H7 0.5413 1.0181 -3.7999  0.14
H8 3.6555 -0.6186 -3.7669  0.12
H9 2.0832 -1.4424 -4.0492  0.12
H10 2.9818 -1.7012 -2.5193  0.09
N1 1.2783 -1.6628 -0.0828  -0.01
N2 2.4524 -2.0699 0.5941  0.06
C5 3.5442 -1.2550 0.6182  -0.35
N3 4.6401 -1.6970 1.1847  0.27
N4 3.3320 -0.0539 0.0396  0.00
N5 4.3812 0.8653 -0.1107  -0.38
O3 4.0597 1.8101 -0.7885  0.08
O4 5.4427 0.6712 0.4042  0.16
H11 0.4680 -1.7122 0.5616  0.10
H12 1.0814 -2.3198 -0.8463  0.14
H13 2.4659 -2.9971 1.0013  0.19
H14 4.6976 -2.6249 1.5795  0.16
H15 5.4526 -1.0887 1.2444  0.13
N6 0.8497 0.9273 0.9971  -0.01
C6 0.5484 1.2332 2.1082  -0.07
C7 0.2003 1.5309 3.3610  -0.16
C8 0.9193 0.9657 4.4540  -0.14
N7 1.5042 0.5188 5.3327  0.25
C9 -0.9479 2.3541 3.5604  -0.15
N8 -1.8517 3.0531 3.6725  0.25
C10 -2.5292 -1.6785 4.1235  -0.09
C11 -3.0789 -2.4214 2.9215  -0.27
S1 -2.6804 -1.6970 1.3427  0.71
O5 -2.8474 -2.7023 0.3225  -0.27
O6 -1.3749 -1.0298 1.3873  -0.36
C12 -3.9014 -0.4007 1.0525  -0.17
C13 -4.0687 -0.0650 -0.4359  -0.07
N9 -2.7759 -0.0725 -1.1547  0.08
C14 -1.7541 0.7491 -0.8739  -0.28
N10 -0.6068 0.2507 -1.3686  -0.05
C15 -0.9505 -0.8912 -2.0802  -0.03
C16 -2.2750 -1.0893 -1.9384  -0.12
N11 -3.0239 -2.1870 -2.5321  -0.33
O7 -4.2220 -2.0995 -2.5640  0.16
O8 -2.3339 -3.0534 -3.0039  0.15
C17 -1.9035 2.0045 -0.1108  0.05
H16 -2.7310 -2.2698 5.0164  0.10
H17 -3.0070 -0.7081 4.2546  0.09
H18 -1.4523 -1.5427 4.0427  0.07
H19 -4.1670 -2.4936 2.9375  0.12
H20 -2.6857 -3.4352 2.8224  0.12
H21 -3.5889 0.4562 1.6486  0.10
H22 -4.8585 -0.7502 1.4368  0.13
H23 -4.5158 0.9231 -0.5481  0.15
H24 -4.7077 -0.7910 -0.9331  0.13
H25 -0.2582 -1.4871 -2.6487  0.13
H26 -2.7182 2.6000 -0.5267  0.12
H27 -0.9924 2.5912 -0.1746  0.07
H28 -2.1346 1.8098 0.9333  0.07

total charge	+3
relative energy (zero: lowest compared OMol25 entry of this formula, charge and spin)	41.3	kJ/mol
E_tot	-63783.895	eV
F_max	0.92	eV/Å
multiplicity	2
HOMO-LUMO gap (alpha / beta)	0.2125 / 0.2306	Eh
lowest unoccupied orbital energy (alpha / beta)	-12.10 / -11.87	eV



This record from the OMol25 dataset describes the ion C17H28N3O4 with charge +1. The level of theory is ωB97M-V/def2-TZVPD.

Each line ends with the Löwdin charge.
Cartesian coordinates (Å):
C1 2.6782 -3.7873 1.7262  0.00
C2 3.0078 -2.4622 1.7005  -0.18
C3 1.9757 -1.3625 2.1852  -0.08
C4 1.6922 -0.4596 0.9315  -0.16
N1 2.4673 -0.3581 -0.1603  0.18
N2 1.8850 0.4852 -1.0355  -0.04
C5 2.3252 0.9445 -2.3638  -0.15
C6 3.5185 0.1137 -2.9814  -0.06
C7 0.7232 0.9098 -0.4748  -0.15
C8 -0.3415 1.8767 -1.1092  -0.06
C9 -1.1349 0.9806 -2.1818  -0.15
C10 -2.5380 0.4800 -1.6343  -0.06
C11 -2.4761 -1.0209 -1.1755  -0.42
O1 -1.4814 -1.3861 -0.5737  0.07
O2 -3.4771 -1.9090 -1.4630  -0.01
C12 -3.5691 -2.9792 -0.4930  -0.21
C13 -2.6733 -4.2326 -0.8705  -0.07
N3 0.5464 0.3666 0.7744  0.05
C14 -0.5802 0.5997 1.7177  -0.04
C15 -0.0829 1.7075 2.7638  -0.12
O3 -1.1190 2.6736 3.0681  -0.05
C16 -0.6356 3.9740 2.7647  -0.48
C17 -0.8213 4.4651 1.2878  0.01
O4 -0.0963 4.6775 3.5580  0.16
H1 1.6736 -4.1628 1.3928  0.08
H2 3.4258 -4.5548 2.0308  0.07
H3 3.9880 -2.0899 1.3017  0.11
H4 1.0522 -1.9255 2.5017  0.12
H5 2.4147 -0.7778 3.0315  0.13
H6 1.4795 0.9137 -3.1064  0.12
H7 2.6392 2.0219 -2.2957  0.14
H8 3.0799 -0.5767 -3.7533  0.09
H9 4.0618 -0.4306 -2.1717  0.07
H10 4.2705 0.7838 -3.4808  0.09
H11 -1.0648 2.2368 -0.3349  0.08
H12 0.1617 2.7513 -1.5897  0.13
H13 -0.5467 0.0449 -2.4128  0.11
H14 -1.2153 1.5238 -3.1621  0.12
H15 -3.2778 0.5955 -2.4757  0.13
H16 -2.8667 1.1606 -0.8020  0.12
H17 -3.3614 -2.6494 0.5573  0.13
H18 -4.6298 -3.3563 -0.4915  0.13
H19 -1.5856 -3.9912 -0.7134  0.07
H20 -2.8413 -4.5151 -1.9392  0.09
H21 -2.9015 -5.0819 -0.1646  0.09
H22 -0.7369 -0.3833 2.2316  0.14
H23 -1.5099 0.9096 1.1876  0.12
H24 0.7403 2.2813 2.2449  0.13
H25 0.3141 1.2295 3.6975  0.14
H26 -1.7419 4.0177 0.8363  0.08
H27 0.0552 4.1473 0.6614  0.08
H28 -0.8695 5.5806 1.2577  0.10

total charge	+1
relative energy (zero: lowest compared OMol25 entry of this formula, charge and spin)	292.4	kJ/mol
E_tot	-30734.036	eV
F_max	4.08	eV/Å
HOMO-LUMO gap	0.3368	Eh
SMILES	C=CCc1nn(CC)c(CCCC(=O)OCC)[n+]1CCOC(C)=O
lowest unoccupied orbital energy	-2.63	eV



Which of these has the lowest total charge?
C17H28N3O4



Look up the F_max of the first one.
0.92 eV/Å



Number 2 is which compound?
C17H28N3O4



The highest relative energy (zero: lowest compared OMol25 entry of this formula, charge and spin) belongs to which entry?
C17H28N3O4